(1)
# C2H7N2O

A cluster of 2 separate species, C2H7N2O in total (ωB97M-V/def2-TZVPD, the OMol25 dataset).

electronic energy: -264.8992 hartree
relative energy (zero: lowest compared OMol25 entry of this formula, charge and spin): 84.0 kJ/mol
LUMO energy: -4.967 eV
orbital gap: 9.120 eV
molecular weight: 75.09 g/mol
total charge: +1
HOMO: -0.518 hartree

```
12
Properties=species:S:1:pos:R:3:forces:R:3:mulliken_charge:R:1
C 0.25007 -1.43950 2.00383 -0.19 0.21 0.62 -0.037
N -0.13011 -2.00400 0.94331 0.03 -0.62 -0.52 -0.089
H -0.47230 -0.91614 2.60923 -0.13 0.41 -0.19 0.262
H 1.26498 -1.49262 2.37768 0.06 -0.36 -0.23 0.286
H 0.46780 -2.61405 0.39931 0.35 0.21 -0.06 0.275
H -1.04120 -1.84829 0.51896 -0.09 0.15 0.36 0.285
C -0.16187 1.48458 -0.71209 -0.44 -0.32 -0.43 0.109
N 0.21456 1.64172 -1.98798 0.16 0.15 0.35 -0.309
O -0.25190 0.39295 -0.15881 0.08 0.12 0.13 -0.572
H -0.48309 2.41223 -0.22657 0.21 0.07 0.14 0.320
H 0.40589 2.56465 -2.34085 -0.09 -0.06 -0.13 0.238
H 0.51283 0.83678 -2.51510 0.05 0.05 -0.05 0.230
```
Positions in Å, forces in eV/Å.


(2)
# C2H7N2O

A cluster of 2 separate species, C2H7N2O in total in a non-equilibrium geometry (ωB97M-V/def2-TZVPD, the OMol25 dataset).

electronic energy: -264.8964 hartree
relative energy (zero: lowest compared OMol25 entry of this formula, charge and spin): 91.3 kJ/mol
LUMO energy: -4.270 eV
orbital gap: 10.600 eV
molecular weight: 75.09 g/mol
total charge: +1
HOMO: -0.546 hartree

```
12
Properties=species:S:1:pos:R:3:forces:R:3:mulliken_charge:R:1
C 1.10233 -1.05762 0.65614 -0.94 -0.32 1.60 -0.134
N 0.69825 -1.15817 1.87949 0.85 -0.20 0.57 -0.181
H 1.94163 -0.38674 0.54492 -0.30 0.28 -0.81 0.315
H 0.76692 -1.81900 -0.02875 0.30 0.11 -0.32 0.316
H 0.16573 -1.89122 2.31292 -0.66 -0.41 -0.69 0.266
H 1.01786 -0.51754 2.58087 0.37 0.48 0.08 0.253
C -0.48755 0.78042 -1.05335 0.08 0.22 -0.26 0.265
N -1.47175 1.39012 -1.70006 -0.01 0.51 0.10 -0.319
O -0.62363 0.17149 0.00663 0.51 -0.18 -0.15 -0.561
H 0.48473 0.86022 -1.54850 0.09 -0.13 -0.14 0.258
H -1.28487 2.02793 -2.45352 0.29 -0.11 -0.22 0.262
H -2.30965 1.60012 -1.19679 -0.57 -0.26 0.25 0.259
```
Positions in Å, forces in eV/Å.


(3)
# C2H7N2O2

A cluster of 2 separate species, C2H7N2O2 in total in a non-equilibrium geometry (ωB97M-V/def2-TZVPD, the OMol25 dataset).

electronic energy: -340.0906 hartree
relative energy (zero: lowest compared OMol25 entry of this formula, charge and spin): 235.0 kJ/mol
LUMO energy: -4.500 eV
orbital gap: 10.330 eV
molecular weight: 91.09 g/mol
total charge: +1
HOMO: -0.545 hartree

```
13
Properties=species:S:1:pos:R:3:forces:R:3:mulliken_charge:R:1
C -1.34675 0.72150 -0.16752 -1.30 1.43 2.77 -0.548
C -1.85468 -0.69886 -0.04870 -1.97 3.39 -2.08 0.888
N 0.90043 -0.91349 -0.38885 1.46 0.39 -1.22 -0.545
N -1.42432 1.52150 0.91793 0.74 -1.96 -4.07 -0.254
O -1.39741 -1.61889 0.51672 1.49 -3.19 1.81 -0.559
O -2.87949 -0.32713 -0.65295 0.13 -0.33 0.37 -0.444
H 0.45769 -0.11819 -0.94160 1.24 -1.47 0.32 0.356
H -1.26496 1.20355 -1.09335 0.22 0.56 -1.31 0.506
H -1.44705 1.12337 1.78499 -0.25 -1.12 2.77 0.217
H 1.71835 -0.51283 0.13128 -0.80 -0.52 -0.57 0.386
H -1.60802 2.47030 0.82990 -0.27 1.97 -0.14 0.231
H 0.09004 -1.16464 0.27510 0.49 -1.07 -0.25 0.373
H 1.26408 -1.72784 -1.03370 -1.19 1.92 1.60 0.392
```
Positions in Å, forces in eV/Å.


The lowest LUMO energy belongs to which entry?
number 1